[1]
Molecular formula: C6H11P
Method: DFT, the ωB97M-V functional and the def2-TZVPD basis

Each line ends with the Mulliken charge.
Atoms and positions in Å:
H  -0.315  3.064  0.295  0.23
P  0.218  -0.230  -1.519  0.05
C  -0.246  -1.487  -0.275  -0.79
H  -1.317  -1.687  -0.285  0.35
H  -1.247  1.089  2.833  0.27
C  0.052  1.192  -0.501  -0.06
C  -1.347  0.085  2.400  -0.78
C  -0.353  2.428  -0.580  -0.44
H  0.296  -2.422  -0.398  0.42
H  2.494  0.611  -1.269  0.29
H  2.384  -1.067  -0.706  0.29
H  -1.708  -0.574  3.203  0.36
H  -0.742  2.912  -1.470  0.28
H  -2.089  0.127  1.598  0.29
C  0.018  -0.239  2.011  -0.63
H  0.013  -0.989  0.762  0.47
C  2.071  -0.369  -1.479  -0.94
H  2.434  -0.708  -2.451  0.33

The value obtained for the orbital gap (alpha / beta) is 6.554 / 8.180 eV. As for the net charge: 0. The spin multiplicity is 3. The value obtained for the highest occupied orbital energy (alpha / beta) is -6.91 / -8.97 eV. The expectation value of S² is 2.03. For the energy above the lowest of the compared OMol25 structures with the same formula, charge and spin, the calculation gives 83.0 kcal per mole. The lowest unoccupied orbital energy (alpha / beta) comes out at -0.4 / -0.8 eV.

---

[2]
Molecular formula: C6H12
Method: DFT, the ωB97M-V functional and the def2-TZVPD basis

Each line ends with the Mulliken charge.
Atoms and positions in Å:
H  -1.310  0.908  -1.768  0.31
C  -1.970  -1.417  -0.725  -1.31
H  -1.813  -2.310  -0.165  0.35
H  -1.153  -0.176  1.046  0.44
H  -1.384  -1.568  -1.717  0.27
C  -0.303  2.045  -0.070  -1.32
H  0.033  1.613  0.818  0.36
C  -1.285  -0.239  -0.046  -0.11
H  0.864  -1.026  0.858  0.34
H  1.496  0.528  0.338  -0.07
C  -1.056  0.893  -0.689  0.02
C  1.651  -0.462  0.642  -0.14
H  3.152  -1.779  1.401  0.31
C  2.909  -0.842  0.973  -0.67
H  3.716  -0.032  0.879  0.22
H  0.534  2.209  -0.758  0.28
H  -3.030  -1.211  -0.924  0.33
H  -1.050  2.865  -0.094  0.38

The value obtained for the orbital gap is 10.267 eV. As for the net charge: 0. Its SMILES is C/C=C/C.C=C. The value obtained for the highest occupied orbital energy is -9.12 eV. For the energy above the lowest of the compared OMol25 structures with the same formula, charge and spin, the calculation gives 69.2 kcal per mole. The lowest unoccupied orbital energy comes out at 1.1 eV.

---

[3]
Molecular formula: C6H12
Method: DFT, the ωB97M-V functional and the def2-TZVPD basis

Each line ends with the Mulliken charge.
Atoms and positions in Å:
C  0.724  -1.524  -0.511  -0.73
C  -0.365  2.115  -0.409  -0.66
H  -0.722  1.224  -0.938  0.06
H  0.323  -0.892  -1.312  0.22
H  0.712  2.318  -0.420  0.28
H  -3.437  3.317  0.108  0.27
H  -3.081  1.997  1.265  0.24
H  0.205  -1.515  0.454  0.18
H  2.394  -2.249  -1.488  0.29
C  1.830  -2.250  -0.546  0.17
C  -1.329  2.798  0.239  0.14
C  -2.799  2.437  0.294  -0.92
H  2.414  -4.171  0.192  0.25
H  -1.032  3.729  0.741  0.30
H  -2.988  1.692  -0.497  0.29
H  3.272  -2.767  0.900  0.25
H  1.586  -3.126  1.388  0.29
C  2.294  -3.132  0.543  -0.93

The value obtained for the orbital gap is 10.727 eV. As for the net charge: 0. Its SMILES is C=CC.C=CC. The value obtained for the highest occupied orbital energy is -9.54 eV. For the energy above the lowest of the compared OMol25 structures with the same formula, charge and spin, the calculation gives 46.5 kcal per mole. The lowest unoccupied orbital energy comes out at 1.2 eV.

---

[4]
Molecular formula: C6H12
Method: DFT, the ωB97M-V functional and the def2-TZVPD basis

Each line ends with the Mulliken charge.
Atoms and positions in Å:
C  -0.164  0.118  0.621  -0.31
C  -0.030  -0.217  -0.664  -0.02
H  -0.618  -0.595  1.312  0.39
H  1.910  1.843  -0.126  0.33
H  0.850  1.268  2.111  0.28
H  -2.299  -1.663  -0.139  0.25
H  0.034  -1.834  -2.129  0.32
H  -0.659  1.956  1.560  0.26
C  -1.677  -2.054  -0.941  -0.68
H  1.305  3.278  0.719  0.36
C  1.005  2.341  0.241  -1.35
H  0.475  0.472  -1.338  0.28
H  0.387  2.592  -0.629  0.33
C  0.248  1.440  1.209  -0.21
H  1.038  -2.604  0.632  -0.16
H  1.461  -2.392  1.206  0.16
C  -0.542  -1.446  -1.289  -0.48
H  -2.043  -2.930  -1.466  0.27

The value obtained for the orbital gap is 9.995 eV. As for the net charge: 0. Its SMILES is C=C/C=C/CC.[H][H]. The value obtained for the highest occupied orbital energy is -8.76 eV. For the energy above the lowest of the compared OMol25 structures with the same formula, charge and spin, the calculation gives 54.7 kcal per mole. The lowest unoccupied orbital energy comes out at 1.2 eV.

---

[5]
Molecular formula: C6H12
Method: DFT, the ωB97M-V functional and the def2-TZVPD basis

Each line ends with the Mulliken charge.
Atoms and positions in Å:
H  2.638  -0.218  -0.818  0.30
H  -3.020  -0.578  0.372  0.35
H  0.302  -2.170  -0.311  0.28
C  -2.134  -0.298  -0.208  -1.19
C  0.999  1.731  0.666  -0.90
H  -1.761  -1.206  -0.695  0.26
H  1.065  1.691  1.751  0.28
C  1.969  -0.883  -0.275  -0.50
H  1.790  2.260  0.142  0.33
H  0.025  1.096  -1.071  0.33
C  0.027  1.096  0.018  -0.11
H  -2.457  0.391  -0.996  0.32
C  0.989  -1.543  -0.875  -0.61
C  -1.091  0.348  0.708  -0.31
H  2.132  -0.944  0.800  0.26
H  -1.600  1.070  1.353  0.39
H  0.793  -1.431  -1.939  0.27
H  -0.666  -0.412  1.378  0.26

The value obtained for the orbital gap is 10.072 eV. As for the net charge: 0. Its SMILES is C=CCC.C=C. The value obtained for the highest occupied orbital energy is -8.79 eV. For the energy above the lowest of the compared OMol25 structures with the same formula, charge and spin, the calculation gives 54.0 kcal per mole. The lowest unoccupied orbital energy comes out at 1.3 eV.

---

[6]
Molecular formula: C6H12
Method: DFT, the ωB97M-V functional and the def2-TZVPD basis

Each line ends with the Mulliken charge.
Atoms and positions in Å:
C  0.063  -1.443  0.394  -0.63
C  0.991  -0.834  -0.621  -0.08
C  2.031  -0.049  -0.330  -0.79
H  0.776  -1.065  -1.667  0.33
H  -0.722  2.002  -1.291  0.15
H  -2.011  -1.328  1.001  0.30
H  2.686  0.353  -1.097  0.32
H  -1.679  -0.594  -0.563  0.30
C  -1.287  -0.708  0.458  -0.28
H  -0.381  1.267  0.691  0.26
H  2.292  0.176  0.703  0.22
H  0.636  1.580  -2.267  0.17
C  0.384  2.152  -1.346  -0.33
H  -0.107  -2.498  0.143  0.30
H  -2.108  1.218  1.068  0.28
C  -1.172  0.654  1.138  -1.19
H  0.533  -1.420  1.386  0.32
H  -0.925  0.537  2.200  0.34

The value obtained for the orbital gap (alpha / beta) is 8.597 / 8.635 eV. As for the net charge: 0. The value obtained for the highest occupied orbital energy (alpha / beta) is -9.21 / -9.25 eV. For the energy above the lowest of the compared OMol25 structures with the same formula, charge and spin, the calculation gives 128.0 kcal per mole. The lowest unoccupied orbital energy (alpha / beta) comes out at -0.6 / -0.6 eV.

---

[7]
Molecular formula: C6H12
Method: DFT, the ωB97M-V functional and the def2-TZVPD basis

Each line ends with the Mulliken charge.
Atoms and positions in Å:
C  0.094  1.381  0.788  -0.60
H  -0.995  -0.279  1.724  0.31
H  -1.405  -2.463  -0.016  0.37
H  -0.248  -2.232  -1.322  0.38
C  -1.046  0.387  0.851  -0.75
C  0.795  0.331  -1.057  -0.88
H  1.150  -0.516  -1.611  0.36
H  1.141  1.231  -1.669  0.26
C  -0.805  -0.326  -0.505  0.26
H  2.204  1.378  0.370  0.28
C  -0.553  -1.844  -0.348  -1.39
H  1.680  -0.239  0.878  0.26
H  -0.136  1.793  -0.225  0.30
C  1.369  0.659  0.338  -0.45
H  -2.001  0.933  0.922  0.28
H  0.255  -2.022  0.371  0.30
H  -1.687  -0.200  -1.160  0.30
H  0.186  2.029  1.670  0.41

The value obtained for the orbital gap is 11.552 eV. As for the net charge: 0. Its SMILES is CC1CCCC1. The value obtained for the highest occupied orbital energy is -10.33 eV. For the energy above the lowest of the compared OMol25 structures with the same formula, charge and spin, the calculation gives 51.2 kcal per mole. The lowest unoccupied orbital energy comes out at 1.2 eV.

---

Please write out number 7 again, unchanged.
Molecular formula: C6H12
Method: DFT, the ωB97M-V functional and the def2-TZVPD basis

Each line ends with the Mulliken charge.
Atoms and positions in Å:
C  0.094  1.381  0.788  -0.60
H  -0.995  -0.279  1.724  0.31
H  -1.405  -2.463  -0.016  0.37
H  -0.248  -2.232  -1.322  0.38
C  -1.046  0.387  0.851  -0.75
C  0.795  0.331  -1.057  -0.88
H  1.150  -0.516  -1.611  0.36
H  1.141  1.231  -1.669  0.26
C  -0.805  -0.326  -0.505  0.26
H  2.204  1.378  0.370  0.28
C  -0.553  -1.844  -0.348  -1.39
H  1.680  -0.239  0.878  0.26
H  -0.136  1.793  -0.225  0.30
C  1.369  0.659  0.338  -0.45
H  -2.001  0.933  0.922  0.28
H  0.255  -2.022  0.371  0.30
H  -1.687  -0.200  -1.160  0.30
H  0.186  2.029  1.670  0.41

The value obtained for the orbital gap is 11.552 eV. As for the net charge: 0. Its SMILES is CC1CCCC1. The value obtained for the highest occupied orbital energy is -10.33 eV. For the energy above the lowest of the compared OMol25 structures with the same formula, charge and spin, the calculation gives 51.2 kcal per mole. The lowest unoccupied orbital energy comes out at 1.2 eV.

---

Question: Which value of net charge does entry 2 give?
Answer: 0